# 1
Entry from OMol25: a gas-phase ion, C3H2O4S (charge -2) (the ωB97M-V functional and the def2-TZVPD basis).

HOMO energy, eV: 0.4
Net charge: -2
Frontier orbital gap, eV: 6.177

Structure (XYZ):
```
10
Properties=species:S:1:pos:R:3:forces:R:3
S -1.337273 1.161230 0.145213 0.1494 0.1130 -0.0279
O -0.620344 2.317906 0.804489 -0.0554 -0.2187 -0.1230
O -0.990461 -1.996266 1.095230 -0.2362 0.1114 0.3210
O -1.617507 1.479661 -1.303143 0.0614 -0.1609 0.1434
O 0.032454 -2.368517 -0.857560 0.1949 -0.1112 -0.3888
C 1.263490 0.268010 0.005243 0.5358 0.1538 -0.0150
C -0.358489 -1.636728 0.077632 0.0408 -0.0820 0.0237
C 0.015293 -0.157758 0.020909 -0.3658 0.2570 0.0652
H 1.487425 1.329534 0.050267 -0.1477 0.1129 0.0920
H 2.125411 -0.397071 -0.038279 -0.1772 -0.1753 -0.0906
```
Positions in Å, forces in eV/Å.

# 2
Entry from OMol25: a molecular structure, C8H9NO5S at a distorted geometry (the ωB97M-V functional and the def2-TZVPD basis).

HOMO energy, eV: -8.4
Frontier orbital gap, eV: 8.647
Energy above the lowest of the compared OMol25 structures with the same formula, charge and spin, kcal/mol: 81.3

Structure (XYZ):
```
24
Properties=species:S:1:pos:R:3:forces:R:3
S -0.809614 -1.688542 0.263698 0.4632 -1.4510 1.9710
O 0.730903 -2.075181 -0.086231 -0.2707 0.1213 0.4870
O -2.786244 0.470374 0.396556 -2.1017 0.0862 -0.2549
O -0.963139 -2.032643 1.662606 -0.1950 0.6799 -1.2690
O -1.535839 -2.418030 -0.719438 -1.1060 0.6726 -0.3875
O -1.594292 2.279200 -0.200087 -2.5203 -1.4535 0.5454
N 0.855834 0.243419 -0.112792 -1.0445 -0.7497 -0.4026
C 2.862838 -1.042607 -0.790920 -0.8255 -0.6242 0.7187
C -1.652507 0.917038 -0.012535 3.4840 1.5879 0.4384
C 3.605403 -0.387659 0.142264 -2.4141 -0.1692 -0.7748
C -0.588858 0.091073 0.028138 1.1529 -1.2354 -0.2789
C -3.937261 0.971741 -0.345790 -0.5644 -2.8016 -1.5967
C 1.277592 -1.010076 -0.785116 3.3229 2.2651 -0.7276
C 1.608972 0.588320 1.017282 0.6657 0.9251 -0.5533
C 2.947945 0.450341 1.129176 -1.0909 -0.4759 -0.0296
H 0.932207 -0.940209 -1.825626 -0.1894 -0.3356 0.2641
H 3.451296 0.887340 1.991936 -0.0660 -0.2068 -0.3943
H -4.490453 1.687112 0.248720 -0.1140 -0.1127 -0.0016
H 3.285618 -1.810263 -1.455044 -0.0629 0.6644 0.1955
H 1.058855 1.223025 1.652348 -0.5106 0.5023 1.0436
H -4.515772 -0.019318 -0.652210 0.7876 2.2971 1.0382
H -3.598791 1.374590 -1.315960 -0.1894 0.1862 0.6242
H -0.789768 2.698887 -0.414966 1.8558 -0.0471 -0.4785
H 4.645072 -0.457927 0.183984 1.5333 -0.3255 -0.1768
```
Positions in Å, forces in eV/Å.

# 3
Entry from OMol25: a molecular structure, C13H25DyP2 at a distorted geometry (the ωB97M-V functional and the def2-TZVPD basis).

HOMO energy (alpha / beta), eV: -14.2 / -14.2
2S+1: 6
<S²>: 9.353
Net charge: +2
Frontier orbital gap (alpha / beta), eV: 6.906 / 7.065

Structure (XYZ):
```
41
Properties=species:S:1:pos:R:3:forces:R:3
Dy -0.288896 -0.092098 -1.676107 -0.9449 -1.0920 -1.3706
P 1.463455 0.737734 1.692318 -0.1603 1.5322 -0.9784
P -1.531922 -0.617099 0.326951 -3.0918 0.7586 -1.4922
C 2.231707 -0.387633 -0.910543 0.7265 -1.4775 1.7047
C 2.212511 1.338249 3.235570 -0.6985 -0.7653 -0.6241
C 1.474536 -0.414984 -3.111462 1.1630 0.0430 0.0239
C 2.095897 0.944343 -1.314403 -0.0918 2.0554 -0.9931
C -0.142584 1.725750 1.515966 0.4674 0.4473 -1.1704
C -2.701241 -0.722747 -2.928038 -0.3563 0.6715 -0.1077
C -0.410131 -1.997688 0.093376 2.5949 -0.7515 1.7701
C 0.980376 -0.936023 2.273017 -0.7708 -2.1048 0.5205
C 1.877344 -1.247672 -1.964996 -0.5644 -0.6110 -2.1692
C -0.851793 1.378737 0.177183 0.1781 -0.2876 1.2877
C -2.698965 -0.698146 1.743724 2.1262 0.2663 -1.7722
C -2.698675 0.629874 -2.817095 -0.1865 -0.7148 -0.3431
C 1.629572 0.968797 -2.686322 0.1672 -0.4428 -0.4738
H 1.452480 1.273080 3.987763 -0.0389 0.2764 0.9251
H -0.602887 -2.968102 0.687534 -0.2988 1.6364 -1.2102
H 2.508690 -0.752920 0.164526 -0.2566 0.8141 -2.7700
H 3.016010 0.625471 3.416795 0.0989 0.2232 0.2617
H -2.032662 -0.351910 2.542371 -1.3067 -0.3685 0.7454
H 0.257610 2.741298 1.280500 -0.4298 -0.2556 1.2846
H 1.756317 -2.383114 -1.956923 0.6341 1.7868 -0.0471
H 2.596624 2.329918 3.068366 0.1384 0.4274 0.1240
H -0.832537 1.633662 2.358757 0.1656 0.5589 0.0365
H -3.441728 0.010257 1.309834 0.0657 -0.6985 1.1935
H -1.817888 1.913362 -0.110817 0.8277 -0.7860 1.0523
H 0.933325 -0.772353 -4.040178 1.1077 0.3914 0.9553
H -3.235374 1.137237 -1.996383 0.3280 -0.3079 -0.4996
H 0.363584 -1.452367 0.956106 -0.4823 -0.8226 0.2244
H -3.231114 -1.355922 -2.194618 0.3790 0.4087 -0.5112
H 1.284346 1.872519 -3.273201 0.8251 -1.1110 0.6924
H 0.118305 -0.620093 2.961780 2.4191 0.0320 1.1711
H 2.318460 1.894376 -0.718233 -0.3091 -1.7615 -0.9376
H -2.892181 -1.785756 1.609547 -0.5683 0.7449 1.0025
H -0.144769 1.800945 -0.627866 -0.3748 -0.7653 0.9345
H 0.596348 -2.102273 -0.444323 -1.9478 0.2871 0.0862
H 2.054871 -1.318604 2.142483 -0.2390 1.1914 2.4211
H -2.236592 -1.228074 -3.792995 -0.2683 0.2712 0.3849
H 0.807458 -2.013593 2.615876 -0.7260 0.5855 -1.6721
H -2.237898 1.263549 -3.595825 -0.3008 -0.2854 0.3405
```
Positions in Å, forces in eV/Å.

# 4
Entry from OMol25: 2 unconnected molecules or ions with the total composition C4H9O2 at a distorted geometry (the ωB97M-V functional and the def2-TZVPD basis).

HOMO energy, eV: -3.5
Net charge: -1
Frontier orbital gap, eV: 7.593
Energy above the lowest of the compared OMol25 structures with the same formula, charge and spin, kcal/mol: 18.3

Structure (XYZ):
```
15
Properties=species:S:1:pos:R:3:forces:R:3
O -0.090277 0.430001 -1.010242 -0.8349 -0.5601 -0.4428
O -0.094299 1.699018 -2.917641 -0.8311 -0.3494 -0.3185
C -1.085778 -1.130116 1.210394 0.4018 0.5279 -0.1944
C 0.120593 1.409060 -1.737713 2.7688 1.7333 1.0543
C 1.118770 2.528245 -0.950034 -0.5898 -2.3013 -1.2364
C -0.193230 -2.368515 1.138186 -0.3779 -0.7414 -0.8865
H 1.521434 1.936071 -0.120966 -0.7385 0.8997 0.7381
H 2.011375 2.631089 -1.556114 -0.0598 0.5724 -0.6586
H 0.719168 -2.395464 1.728147 -0.2555 0.1932 0.6361
H 0.188394 -2.622425 0.139871 -0.2661 0.6227 -0.1129
H -0.527923 -0.236621 1.492161 -0.0413 -0.0894 0.3299
H 0.537616 3.442627 -0.872444 0.3829 0.1201 0.6835
H -0.845062 -3.216036 1.354700 0.3463 -0.3568 0.4231
H -1.944363 -1.287278 1.872940 0.2324 0.0722 0.0643
H -1.436417 -0.819656 0.228755 -0.1373 -0.3432 -0.0790
```
Positions in Å, forces in eV/Å.